<A>
The following is a quantum chemistry calculation of the molecule C2HN5O, from the OMol25 dataset.

Calculated values
**SMILES**: O=c1ncnnnn1
**Frontier orbital gap**: 8.182 eV
**Multiplicity**: 1
**Molecular weight**: 111.064 u

Each line ends with the Löwdin charge.
Cartesian coordinates (Å):
O1 -2.25644 -0.32294 0.72652  0.101
C1 -1.19745 -0.19810 0.10414  -0.530
N1 -0.73329 1.05013 -0.20898  0.156
C2 0.52557 1.09778 -0.31950  -0.153
N2 1.32262 0.27159 0.61498  0.048
N3 1.20805 -1.00599 0.79186  0.068
N4 0.52435 -1.57382 -0.39149  0.007
N5 -0.65065 -1.33515 -0.63286  0.130
H1 1.25722 2.01651 -0.68465  0.174

***

<B>
The following is a quantum chemistry calculation of the molecule C2HN5O, from the OMol25 dataset.

Calculated values
**Frontier orbital gap**: 7.973 eV
**Multiplicity**: 1
**Molecular weight**: 111.064 u

Each line ends with the Löwdin charge.
Cartesian coordinates (Å):
C1 -0.16136 0.12406 0.37683  -0.491
C2 1.00729 -0.48469 -1.64807  -0.132
N1 0.00267 0.56815 1.59185  0.010
N2 -1.20871 0.81361 1.95161  -0.093
N3 -2.00098 0.58113 0.96802  -0.111
N4 -1.40367 0.04924 -0.06885  0.039
N5 1.04458 -0.20773 -0.41334  0.214
O1 0.87548 -0.69171 -2.74737  0.353
H1 1.84471 -0.75206 -0.01069  0.212

***

Short version: <A> is the least stable of them.

***

<A>
The following is a quantum chemistry calculation of a cluster of 2 separate species, C7H13N2 in total, from the OMol25 dataset.

Calculated values
**Net charge**: +1
**Frontier orbital gap**: 9.461 eV
**Multiplicity**: 1
**Molecular weight**: 125.195 u

Each line ends with the Löwdin charge.
Cartesian coordinates (Å):
C1 1.69308 1.89253 0.81278  0.002
C2 0.86320 1.29251 1.66647  -0.017
C3 1.71019 -0.37373 0.18513  -0.266
C4 1.57881 -1.47752 -0.81333  -0.007
C5 -1.86049 -1.28042 0.11503  -0.055
C6 -1.59708 0.97500 -1.03861  -0.053
C7 -1.61901 0.16016 0.17064  -0.071
N1 1.38565 0.95002 -0.25123  0.058
N2 0.51699 0.26950 0.68794  -0.021
H1 2.35131 2.73171 0.75261  0.115
H2 0.47510 1.38233 2.65769  0.111
H3 2.51306 -0.49581 0.91317  0.165
H4 2.53924 -1.60773 -1.30796  0.098
H5 0.83255 -1.23844 -1.56410  0.075
H6 1.32400 -2.41041 -0.31569  0.094
H7 -1.49707 -1.74185 -0.80044  0.094
H8 -1.48439 -1.80598 0.98939  0.103
H9 -2.94934 -1.40653 0.14268  0.122
H10 -0.96616 0.54948 -1.81767  0.096
H11 -1.32118 2.01064 -0.85220  0.100
H12 -2.62207 0.96991 -1.43705  0.128
H13 -1.86640 0.65462 1.10475  0.132

***

<B>
The following is a quantum chemistry calculation of a structure of composition C7H13N2, from the OMol25 dataset.

Calculated values
**Net charge**: +1
**Frontier orbital gap (spin up / spin down)**: 8.735 / 8.013 eV
**Multiplicity**: 1
**Molecular weight**: 125.195 u

Each line ends with the Löwdin charge.
Cartesian coordinates (Å):
C1 1.14845 1.84698 1.51431  -0.220
C2 1.79274 0.72621 1.15025  -0.030
C3 0.31536 0.03525 -0.03311  -0.072
C4 2.99406 -0.03413 1.36908  -0.058
C5 0.65193 -1.16382 -0.78560  -0.054
C6 -1.18481 1.12792 -1.56087  0.025
C7 -1.99516 0.19703 0.55188  0.030
N1 0.31507 2.66652 1.57130  0.182
N2 -0.84848 0.82819 -0.15068  -0.213
H1 2.80480 -1.10545 1.30980  0.090
H2 3.75322 0.21147 0.61946  0.111
H3 3.39836 0.21075 2.35332  0.108
H4 1.27222 -1.82663 -0.17939  0.088
H5 1.24213 -0.93325 -1.68039  0.110
H6 -0.23502 -1.71294 -1.10249  0.093
H7 -1.44487 0.20739 -2.08284  0.112
H8 -2.03196 1.80920 -1.60298  0.116
H9 -0.33352 1.58961 -2.05771  0.121
H10 -2.89928 0.77267 0.38136  0.113
H11 -2.14811 -0.81606 0.17675  0.112
H12 -1.79513 0.15372 1.62042  0.118
H13 -0.64453 1.74071 0.36247  0.119

***

Short version: <B> is the least stable of them.